11
Properties=species:S:1:pos:R:3:lowdin_charge:R:1 method="wB97M-V/def2-TZVPD" gap_ev=11.363 e_above_lowest_kj_mol=294.1
Cl -4.212 -2.771 0.884 0.36
O -2.098 -0.995 -1.963 0.02
O 2.727 0.029 0.075 -0.02
N 1.226 -0.470 -1.353 0.00
N 2.082 -0.965 -0.551 0.03
C -1.643 -0.507 -1.037 -0.01
C 2.310 1.169 -0.441 -0.12
C 1.333 0.852 -1.338 -0.18
H 0.594 1.552 -1.749 0.11
H -3.288 -2.933 0.164 -0.37
H 2.760 2.211 -0.073 0.18

9
Properties=species:S:1:pos:R:3:lowdin_charge:R:1 method="wB97M-V/def2-TZVPD" gap_ev="7.480 / 7.482" e_above_lowest_kj_mol=389.1
Cl 1.670 2.786 -0.868 0.57
N -1.069 2.339 -1.900 -0.03
N -1.896 2.698 -2.579 0.13
C 0.597 0.304 -0.859 -0.33
C 0.166 0.216 0.441 0.02
C 0.685 1.536 -1.579 -0.61
H 0.694 -0.601 -1.601 0.13
H 0.077 -0.774 1.030 0.09
H -0.023 1.118 0.939 0.03

11
Properties=species:S:1:pos:R:3:lowdin_charge:R:1 method="wB97M-V/def2-TZVPD" gap_ev=10.204 e_above_lowest_kj_mol=635.0
O -1.298 -1.717 -1.693 -0.03
O -1.746 1.152 0.359 -0.08
O -0.954 0.463 1.370 -0.07
N -0.289 -1.210 -1.217 -0.14
C 0.481 -0.746 -0.483 -0.06
C 1.591 0.118 -0.024 -0.04
H -1.675 0.321 1.923 0.06
H 1.746 -0.038 1.037 0.08
H 2.469 -0.059 -0.655 0.09
H -1.513 0.605 -0.479 0.11
H 1.187 1.112 -0.137 0.08

58
Properties=species:S:1:pos:R:3:lowdin_charge:R:1 method="wB97M-V/def2-TZVPD" gap_ev="7.808 / 7.810" e_above_lowest_kj_mol=101.1 total_charge=+2
Co 0.240 -0.198 1.147 0.33
S 1.818 0.870 2.247 0.86
O -0.729 -0.565 2.958 -0.13
N 3.085 2.855 1.006 0.02
N 0.888 -2.056 1.035 0.05
N 2.124 1.236 -0.374 0.03
N -0.634 1.579 0.819 0.06
N 1.533 0.016 -0.192 -0.10
N -1.643 -1.005 0.597 0.06
C 1.897 -3.534 -0.542 0.04
C -2.541 -1.162 1.576 -0.24
C 1.552 -2.264 -0.127 -0.18
C -3.154 -2.019 -0.941 -0.01
C 2.985 -0.981 -1.881 0.03
C -4.085 -2.184 0.074 0.00
C -2.164 -0.612 2.925 -0.10
C -1.429 1.720 -0.402 -0.28
C -3.586 1.926 -1.436 -0.05
C 1.551 -4.620 0.254 0.00
C -1.946 -1.425 -0.636 -0.08
C 2.404 1.733 0.810 -0.70
C 3.837 3.702 0.056 -0.19
C 1.976 -1.025 -0.793 -0.21
C 3.398 3.648 -1.395 -0.09
C -2.808 1.826 -0.293 -0.04
C 0.543 -3.097 1.785 -0.06
C -3.771 -1.750 1.353 0.02
C 0.867 -4.398 1.435 0.00
C -1.599 1.837 -2.783 -0.05
C -2.980 1.922 -2.687 -0.06
C -0.814 1.736 -1.641 -0.04
H 2.972 -0.015 -2.376 0.09
H -4.660 2.019 -1.350 0.12
H -0.391 -0.171 3.773 0.13
H 4.894 3.450 0.146 0.13
H 3.718 4.720 0.425 0.12
H 2.335 3.865 -1.502 0.07
H -1.123 1.863 -3.755 0.12
H 0.587 -5.213 2.087 0.13
H -2.537 -1.254 3.721 0.15
H 3.613 2.688 -1.855 0.06
H 2.437 -3.675 -1.468 0.13
H -5.043 -2.647 -0.125 0.13
H 0.008 -2.874 2.698 0.13
H -1.194 -1.269 -1.399 0.13
H 3.235 3.087 1.976 0.13
H -3.354 -2.341 -1.953 0.13
H 0.053 2.329 0.857 0.10
H -3.282 1.836 0.685 0.12
H -2.582 0.389 3.061 0.14
H -3.582 2.006 -3.582 0.12
H 0.267 1.706 -1.721 0.09
H 2.794 -1.770 -2.608 0.09
H -4.472 -1.862 2.171 0.14
H 1.818 -5.625 -0.047 0.13
H 3.952 4.415 -1.936 0.09
H 3.986 -1.140 -1.468 0.12
H -1.264 1.773 1.595 0.11